1.
DFT (ωB97M-V/def2-TZVPD) results for a gas-phase ion, C4H9N3 (charge +2).

Cartesian coordinates (Å):
C1 -1.00 -1.22 0.35
C2 0.47 0.65 0.14
C3 -2.16 0.67 -0.34
C4 2.64 -0.41 0.03
N1 -1.01 -2.40 0.40
N2 -0.89 0.01 0.07
N3 1.44 -0.37 -0.30
H1 0.45 1.48 -0.55
H2 0.71 0.92 1.23
H3 -3.00 0.00 -0.50
H4 -2.52 1.18 0.55
H5 -1.86 1.35 -1.19
H6 3.31 0.10 0.83
H7 3.36 -1.10 -0.45
H8 -1.46 -3.32 0.66
H9 1.09 -0.67 -1.22

Summary:
HOMO-LUMO gap: 0.36849 hartree
structure (SMILES): C=[NH+]C[N+](C)=C=N
relative energy (zero: lowest compared OMol25 entry of this formula, charge and spin): 233.2 kJ/mol
spin multiplicity: 1
net charge: +2
highest occupied orbital energy: -0.7227 Eh

So, what does the natural (NBO) scheme give us? The charges, in e, come out as: atom 1 (C): 0.7541, atom 2 (C): -0.0495, atom 3 (C): -0.4167, atom 4 (C): 0.1776, atom 5 (N): -0.4726, atom 6 (N): -0.4307, atom 7 (N): -0.4551, atom 8 (H): 0.2748, atom 9 (H): 0.2695, atom 10 (H): 0.2752, atom 11 (H): 0.2531, atom 12 (H): 0.2555, atom 13 (H): 0.2985, atom 14 (H): 0.2690, atom 15 (H): 0.5330, atom 16 (H): 0.4644

---

2.
DFT (ωB97M-V/def2-TZVPD) results for a molecular structure, C53H46BrN9O3S2Sr.

Cartesian coordinates (Å):
Sr1 0.59 -0.49 -0.10
C1 1.30 -4.69 1.99
C2 0.10 -5.38 1.60
C3 -0.90 -4.73 0.98
C4 -0.81 -3.21 0.85
N1 0.58 -2.75 0.71
C5 1.47 -3.45 1.43
C6 -1.61 -2.74 -0.40
C7 -2.88 -3.21 -0.71
C8 -3.47 -2.81 -1.90
C9 -2.78 -1.96 -2.77
C10 -1.53 -1.52 -2.39
N2 -0.99 -1.90 -1.23
C11 -0.68 -0.60 -3.23
C12 -1.19 0.02 -4.36
C13 -0.39 0.90 -5.06
C14 0.91 1.10 -4.65
C15 1.36 0.41 -3.54
N3 0.59 -0.43 -2.83
H1 2.10 -5.18 2.52
H2 0.02 -6.46 1.76
H3 -1.77 -5.26 0.61
H4 2.45 -2.98 1.51
H5 -3.40 -3.91 -0.07
H6 -4.45 -3.17 -2.17
H7 -3.23 -1.67 -3.71
H8 -2.22 -0.13 -4.65
H9 -0.79 1.42 -5.93
H10 1.57 1.79 -5.16
H11 2.38 0.52 -3.19
S1 -1.50 1.46 -1.14
C16 -0.34 2.57 -0.51
C17 -0.57 3.98 -0.50
C18 0.34 4.83 0.07
C19 1.52 4.32 0.62
C20 1.70 2.96 0.56
N4 0.81 2.09 0.04
H12 -1.50 4.34 -0.93
H13 0.15 5.90 0.08
H14 2.27 4.96 1.07
H15 2.60 2.52 0.98
C21 3.97 -3.72 -0.99
O1 3.72 -2.34 -0.73
C22 4.79 -1.52 -0.77
C23 6.10 -1.95 -0.74
C24 7.12 -1.02 -0.90
Br1 8.92 -1.62 -0.83
C25 6.86 0.30 -1.15
C26 5.53 0.73 -1.20
C27 4.49 -0.16 -0.91
O2 3.19 0.21 -0.84
C28 5.19 2.08 -1.67
N5 3.96 2.51 -1.79
C29 4.04 3.76 -2.41
C30 3.03 4.62 -2.83
C31 3.42 5.80 -3.44
C32 4.77 6.12 -3.63
C33 5.78 5.27 -3.23
C34 5.38 4.08 -2.62
N6 6.09 2.99 -2.14
H16 4.50 -4.19 -0.15
H17 4.55 -3.83 -1.90
H18 3.00 -4.20 -1.09
H19 6.33 -3.00 -0.62
H20 7.67 0.98 -1.33
H21 3.13 1.17 -1.11
H22 1.99 4.36 -2.68
H23 2.66 6.50 -3.78
H24 5.03 7.06 -4.11
H25 6.82 5.51 -3.39
H26 7.09 2.87 -2.17
S2 -1.74 -1.70 4.53
C35 -3.07 -2.47 3.81
C36 -2.75 -2.93 2.57
C37 -1.40 -2.64 2.17
C38 -0.72 -1.98 3.17
C39 0.67 -1.46 3.36
C40 1.36 -1.82 4.51
C41 2.63 -1.33 4.75
C42 3.21 -0.50 3.81
C43 2.48 -0.18 2.69
N7 1.23 -0.63 2.46
H27 -4.01 -2.55 4.33
H28 -3.45 -3.48 1.96
H29 0.90 -2.51 5.21
H30 3.18 -1.63 5.64
H31 4.21 -0.09 3.94
H32 2.89 0.48 1.92
C44 -6.09 -2.10 1.51
C45 -6.09 -0.78 2.27
N8 -6.37 0.37 1.42
C46 -7.73 0.50 0.89
C47 -7.85 0.11 -0.58
C48 -5.50 1.38 1.11
O3 -5.86 2.34 0.44
C49 -4.09 1.36 1.64
C50 -3.62 2.48 2.31
C51 -2.31 2.52 2.73
C52 -1.49 1.43 2.44
N9 -1.92 0.36 1.77
C53 -3.20 0.34 1.38
H33 -5.84 -2.93 2.18
H34 -5.35 -2.08 0.70
H35 -7.07 -2.31 1.07
H36 -5.14 -0.64 2.77
H37 -6.86 -0.82 3.04
H38 -8.03 1.54 1.01
H39 -8.37 -0.11 1.51
H40 -7.22 0.77 -1.19
H41 -8.89 0.22 -0.91
H42 -7.55 -0.92 -0.74
H43 -4.29 3.33 2.48
H44 -1.90 3.38 3.24
H45 -0.46 1.41 2.76
H46 -3.51 -0.52 0.80

Summary:
HOMO-LUMO gap: 0.22010 hartree
relative energy (zero: lowest compared OMol25 entry of this formula, charge and spin): 81.1 kJ/mol
spin multiplicity: 1
net charge: 0
highest occupied orbital energy: -0.2191 Eh

Here are the Löwdin charges for atoms 1 to 99, given in e: atom 1 (Sr): 1.3440, atom 2 (C): -0.1173, atom 3 (C): -0.1210, atom 4 (C): -0.0469, atom 5 (C): -0.3650, atom 6 (N): -0.1219, atom 7 (C): -0.2548, atom 8 (C): -0.1719, atom 9 (C): -0.0227, atom 10 (C): -0.0363, atom 11 (C): -0.0018, atom 12 (C): -0.2469, atom 13 (N): 0.0016, atom 14 (C): -0.2913, atom 15 (C): -0.0304, atom 16 (C): -0.0513, atom 17 (C): -0.0486, atom 18 (C): -0.1213, atom 19 (N): 0.0457, atom 20 (H): 0.0770, atom 21 (H): 0.0966, atom 22 (H): 0.0920, atom 23 (H): 0.1020, atom 24 (H): 0.0993, atom 25 (H): 0.1124, atom 26 (H): 0.1066, atom 27 (H): 0.1080, atom 28 (H): 0.1120, atom 29 (H): 0.1056, atom 30 (H): 0.0969, atom 31 (S): 0.6364, atom 32 (C): -0.7743, atom 33 (C): -0.1135, atom 34 (C): -0.0927, atom 35 (C): -0.0980, atom 36 (C): -0.1912, atom 37 (N): -0.0881, atom 38 (H): 0.0961, atom 39 (H): 0.1034, atom 40 (H): 0.0961, atom 41 (H): 0.0907, atom 42 (C): -0.0421, atom 43 (O): -0.0715, atom 44 (C): -0.2151, atom 45 (C): -0.0509, atom 46 (C): -0.6849, atom 47 (Br): 0.7490, atom 48 (C): -0.0898, atom 49 (C): -0.0612, atom 50 (C): -0.1773, atom 51 (O): -0.0398, atom 52 (C): -0.2356, atom 53 (N): 0.1629, atom 54 (C): -0.1971, atom 55 (C): -0.0049, atom 56 (C): -0.0832, atom 57 (C): -0.0909, atom 58 (C): -0.0209, atom 59 (C): -0.1799, atom 60 (N): 0.1757, atom 61 (H): 0.0977, atom 62 (H): 0.1020, atom 63 (H): 0.0965, atom 64 (H): 0.1040, atom 65 (H): 0.0987, atom 66 (H): 0.0601, atom 67 (H): 0.1125, atom 68 (H): 0.1027, atom 69 (H): 0.1016, atom 70 (H): 0.1091, atom 71 (H): 0.1516, atom 72 (S): 1.0594, atom 73 (C): -0.4131, atom 74 (C): -0.1472, atom 75 (C): -0.1744, atom 76 (C): -0.4116, atom 77 (C): -0.3008, atom 78 (C): -0.0335, atom 79 (C): -0.0509, atom 80 (C): -0.0558, atom 81 (C): -0.1346, atom 82 (N): 0.0191, atom 83 (H): 0.0687, atom 84 (H): 0.0897, atom 85 (H): 0.1078, atom 86 (H): 0.1111, atom 87 (H): 0.1058, atom 88 (H): 0.0913, atom 89 (C): -0.0727, atom 90 (C): -0.2018, atom 91 (N): -0.0518, atom 92 (C): -0.2039, atom 93 (C): -0.0716, atom 94 (C): -0.4018, atom 95 (O): 0.0633, atom 96 (C): -0.1223, atom 97 (C): 0.0044, atom 98 (C): -0.0365, atom 99 (C): -0.1526

---

3.
DFT (ωB97M-V/def2-TZVPD) results for 2 unconnected molecules or ions with the total composition C4H12NO.

Cartesian coordinates (Å):
C1 1.77 1.53 -1.81
C2 2.56 0.27 -1.51
H1 0.77 1.46 -1.39
H2 1.71 1.75 -2.89
H3 2.26 2.40 -1.35
H4 2.12 -0.59 -2.02
H5 3.60 0.38 -1.81
H6 2.47 0.08 -0.44
C3 -1.15 0.13 0.72
O1 0.13 0.17 0.29
C4 -1.46 -1.13 1.53
N1 -2.87 -1.20 2.00
H7 -1.45 1.01 1.34
H8 -1.92 0.14 -0.12
H9 -1.22 -2.01 0.92
H10 -0.84 -1.11 2.43
H11 -3.53 -1.48 1.29
H12 -2.95 -1.80 2.81

Summary:
HOMO-LUMO gap: 0.24524 hartree
relative energy (zero: lowest compared OMol25 entry of this formula, charge and spin): 57.0 kJ/mol
spin multiplicity: 1
net charge: -1
highest occupied orbital energy: -0.0853 Eh

So, what does the natural (NBO) scheme give us? The charges, in e, come out as: atom 1 (C): -0.6127, atom 2 (C): -0.6050, atom 3 (H): 0.2741, atom 4 (H): 0.1573, atom 5 (H): 0.1722, atom 6 (H): 0.1933, atom 7 (H): 0.1583, atom 8 (H): 0.2460, atom 9 (C): -0.0147, atom 10 (O): -0.9757, atom 11 (C): -0.2347, atom 12 (N): -0.8705, atom 13 (H): 0.0779, atom 14 (H): 0.0509, atom 15 (H): 0.1457, atom 16 (H): 0.1635, atom 17 (H): 0.3386, atom 18 (H): 0.3356

---

4.
DFT (ωB97M-V/def2-TZVPD) results for a molecular structure, C17H29BiN2O4P2.

Cartesian coordinates (Å):
C1 -0.86 4.06 -1.81
C2 -0.86 2.70 -1.48
N1 0.01 2.22 -0.57
C3 0.81 3.05 0.13
C4 0.82 4.42 -0.14
C5 0.00 4.93 -1.14
C6 -1.80 1.73 -2.18
P1 -2.23 0.26 -1.18
Bi1 0.21 -0.44 -0.26
P2 2.12 0.73 1.15
C7 1.67 2.51 1.26
C8 0.19 -2.64 0.37
C9 -0.88 -3.12 1.11
C10 -1.01 -4.51 1.27
C11 -0.05 -5.37 0.74
C12 1.06 -4.86 0.05
C13 1.19 -3.47 -0.13
O1 -0.76 0.51 -4.45
O2 -0.04 -1.72 -3.43
H1 -1.56 4.40 -2.58
H2 1.50 5.04 0.44
H3 0.02 5.99 -1.38
C14 -3.55 0.69 -0.03
C15 -2.85 -1.03 -2.27
H4 2.62 3.06 1.31
H5 1.15 2.62 2.23
H6 -1.33 1.33 -3.16
H7 -2.75 2.25 -2.42
C16 2.39 0.00 2.78
C17 3.69 0.68 0.24
H8 -1.60 -2.44 1.57
H9 -1.87 -4.90 1.82
H10 -0.15 -6.45 0.86
H11 1.83 -5.53 -0.35
H12 2.04 -3.05 -0.67
H13 0.54 -1.35 -2.68
H14 0.17 -2.67 -3.54
H15 -0.39 -0.40 -4.20
H16 -0.05 1.00 -4.90
H17 1.39 -0.56 -1.64
H18 -4.47 0.96 -0.57
H19 -3.75 -0.17 0.63
H20 -3.24 1.53 0.61
H21 -3.68 -0.65 -2.89
H22 -2.05 -1.41 -2.93
H23 -3.22 -1.87 -1.67
H24 4.46 1.21 0.82
H25 3.99 -0.37 0.09
H26 3.57 1.16 -0.74
H27 3.24 0.50 3.27
H28 1.48 0.12 3.39
H29 2.59 -1.07 2.67
O3 -1.15 -0.64 3.96
N2 -0.59 0.18 3.23
O4 -1.21 0.86 2.39

Summary:
HOMO-LUMO gap: 0.22824 hartree
spin multiplicity: 1
net charge: 0
highest occupied orbital energy: -0.2193 Eh

So, what does the natural (NBO) scheme give us? The charges, in e, come out as: atom 1 (C): -0.2555, atom 2 (C): 0.2644, atom 3 (N): -0.4985, atom 4 (C): 0.2463, atom 5 (C): -0.2559, atom 6 (C): -0.1458, atom 7 (C): -0.8267, atom 8 (P): 0.8968, atom 9 (Bi): 1.0192, atom 10 (P): 0.9729, atom 11 (C): -0.7572, atom 12 (C): -0.3290, atom 13 (C): -0.2662, atom 14 (C): -0.1996, atom 15 (C): -0.2226, atom 16 (C): -0.2181, atom 17 (C): -0.2848, atom 18 (O): -0.9743, atom 19 (O): -1.0031, atom 20 (H): 0.2228, atom 21 (H): 0.2202, atom 22 (H): 0.2236, atom 23 (C): -0.9437, atom 24 (C): -0.9602, atom 25 (H): 0.2377, atom 26 (H): 0.2934, atom 27 (H): 0.3418, atom 28 (H): 0.2347, atom 29 (C): -0.9778, atom 30 (C): -0.9488, atom 31 (H): 0.2310, atom 32 (H): 0.2153, atom 33 (H): 0.2138, atom 34 (H): 0.2079, atom 35 (H): 0.1989, atom 36 (H): 0.5048, atom 37 (H): 0.5076, atom 38 (H): 0.5103, atom 39 (H): 0.4773, atom 40 (H): -0.2896, atom 41 (H): 0.2193, atom 42 (H): 0.2605, atom 43 (H): 0.2733, atom 44 (H): 0.2231, atom 45 (H): 0.2688, atom 46 (H): 0.2474, atom 47 (H): 0.2240, atom 48 (H): 0.2494, atom 49 (H): 0.2457, atom 50 (H): 0.2216, atom 51 (H): 0.3108, atom 52 (H): 0.2558, atom 53 (O): -0.5030, atom 54 (N): 0.2256, atom 55 (O): -0.6055

---

5.
DFT (ωB97M-V/def2-TZVPD) results for 2 unconnected molecules or ions with the total composition C4H9N2O.

Cartesian coordinates (Å):
C1 1.32 -0.04 -1.06
C2 1.24 -1.14 -2.16
C3 -0.61 0.92 3.28
C4 -1.10 -0.18 -1.89
N1 0.12 -0.48 -1.73
N2 -0.46 0.08 2.14
O1 -1.27 0.27 1.26
H1 1.24 -0.38 0.05
H2 1.82 0.80 -1.30
H3 1.53 -0.92 -3.16
H4 1.32 -2.20 -1.93
H5 -1.46 1.54 3.10
H6 0.30 1.45 3.32
H7 -0.85 0.34 4.07
H8 -1.44 0.78 -1.50
H9 -1.71 -0.83 -2.49

Summary:
HOMO-LUMO gap: 0.29193 hartree
relative energy (zero: lowest compared OMol25 entry of this formula, charge and spin): 621.8 kJ/mol
spin multiplicity: 1
net charge: +1
highest occupied orbital energy: -0.4711 Eh

So, what does the natural (NBO) scheme give us? The charges, in e, come out as: atom 1 (C): -0.2110, atom 2 (C): -0.2165, atom 3 (C): -0.5030, atom 4 (C): 0.1557, atom 5 (N): -0.2341, atom 6 (N): 0.1561, atom 7 (O): -0.3293, atom 8 (H): 0.2745, atom 9 (H): 0.2400, atom 10 (H): 0.2534, atom 11 (H): 0.2551, atom 12 (H): 0.2090, atom 13 (H): 0.2366, atom 14 (H): 0.2399, atom 15 (H): 0.2430, atom 16 (H): 0.2305

---

6.
DFT (ωB97M-V/def2-TZVPD) results for a molecular structure, C8H12B5F20Li3O6.

Cartesian coordinates (Å):
Li1 -0.99 6.50 19.08
Li2 -0.01 10.30 20.34
Li3 3.83 8.78 17.92
B1 1.42 8.42 19.73
F1 1.13 7.15 19.48
F2 0.76 9.25 18.86
F3 0.88 8.72 20.95
F4 2.77 8.69 19.69
B2 0.00 10.43 23.85
F5 -0.90 10.46 22.81
F6 1.27 9.99 23.48
F7 0.13 11.69 24.48
F8 -0.59 9.54 24.73
B3 3.60 7.06 16.13
F9 2.76 7.42 17.15
F10 3.25 7.69 14.97
F11 4.86 7.50 16.51
F12 3.50 5.78 15.97
B4 -2.78 11.03 18.78
F13 -3.80 10.07 19.09
F14 -1.53 10.75 19.30
F15 -2.67 10.93 17.39
F16 -3.18 12.26 19.10
B5 -2.17 7.17 21.44
F17 -1.36 6.09 20.99
F18 -3.49 6.88 21.20
F19 -2.04 7.33 22.81
F20 -1.86 8.29 20.72
C1 5.60 7.63 21.93
C2 4.78 7.85 23.19
C3 3.30 7.63 23.05
O1 3.03 6.80 24.21
C4 4.22 6.32 24.76
O2 4.27 5.54 25.73
O3 5.23 6.81 24.02
H1 5.16 6.88 21.27
H2 6.62 7.35 22.17
H3 5.66 8.53 21.31
H4 4.91 8.89 23.46
H5 2.99 7.10 22.15
H6 2.76 8.56 23.24
C5 0.43 1.83 15.03
C6 1.12 3.16 15.53
C7 0.58 4.48 15.04
O4 0.19 5.14 16.21
C8 0.32 4.37 17.27
O5 0.01 4.77 18.41
O6 0.82 3.20 16.91
H7 -0.65 1.96 14.89
H8 0.57 0.94 15.63
H9 0.95 1.62 14.09
H10 2.19 2.94 15.46
H11 -0.30 4.30 14.43
H12 1.33 5.04 14.47

Summary:
HOMO-LUMO gap: 0.30668 hartree
relative energy (zero: lowest compared OMol25 entry of this formula, charge and spin): 195.0 kJ/mol
spin multiplicity: 1
net charge: -2
highest occupied orbital energy: -0.2020 Eh

So, what does the natural (NBO) scheme give us? The charges, in e, come out as: atom 1 (Li): 0.9530, atom 2 (Li): 0.9505, atom 3 (Li): 0.9661, atom 4 (B): 1.2952, atom 5 (F): -0.5455, atom 6 (F): -0.5685, atom 7 (F): -0.5468, atom 8 (F): -0.5912, atom 9 (B): 1.3332, atom 10 (F): -0.5713, atom 11 (F): -0.5879, atom 12 (F): -0.5848, atom 13 (F): -0.5717, atom 14 (B): 1.2889, atom 15 (F): -0.5830, atom 16 (F): -0.5589, atom 17 (F): -0.5857, atom 18 (F): -0.5382, atom 19 (B): 1.3394, atom 20 (F): -0.5798, atom 21 (F): -0.6003, atom 22 (F): -0.5889, atom 23 (F): -0.5544, atom 24 (B): 1.3233, atom 25 (F): -0.6100, atom 26 (F): -0.5722, atom 27 (F): -0.5493, atom 28 (F): -0.5662, atom 29 (C): -0.6121, atom 30 (C): 0.0483, atom 31 (C): -0.1006, atom 32 (O): -0.4796, atom 33 (C): 0.9810, atom 34 (O): -0.6108, atom 35 (O): -0.5014, atom 36 (H): 0.2124, atom 37 (H): 0.2150, atom 38 (H): 0.1981, atom 39 (H): 0.1848, atom 40 (H): 0.1910, atom 41 (H): 0.2656, atom 42 (C): -0.6227, atom 43 (C): 0.0731, atom 44 (C): -0.1001, atom 45 (O): -0.4614, atom 46 (C): 0.9984, atom 47 (O): -0.6523, atom 48 (O): -0.4721, atom 49 (H): 0.2091, atom 50 (H): 0.2288, atom 51 (H): 0.2035, atom 52 (H): 0.1999, atom 53 (H): 0.1814, atom 54 (H): 0.2276